Here is C29H48Cl2LuNOP as an isolated structure at a distorted geometry from OMol25. Energies are from ωB97M-V with the def2-TZVPD basis set.

Output
**DFT total energy**: -3761.2299 Ha
**Charge**: -1

Structure (XYZ):
```
83
C29H48Cl2LuNOP ωB97M-V with the def2-TZVPD basis set
P 2.30 1.33 -1.75
C 3.68 1.48 -0.53
C 5.07 1.76 -1.12
C 6.12 1.70 0.01
C 5.79 2.63 1.19
C 4.36 2.43 1.72
C 3.31 2.47 0.60
C 1.70 2.92 -2.43
C 2.77 3.81 -3.06
C 2.08 4.99 -3.75
C 1.17 5.79 -2.80
C 0.18 4.90 -2.04
C 0.84 3.68 -1.39
C 2.80 0.26 -3.16
C 3.32 -1.09 -2.60
C 3.50 -2.18 -3.67
C 2.29 -2.32 -4.60
C 1.84 -0.99 -5.19
C 1.60 0.07 -4.10
H 3.69 0.47 -0.07
H 5.07 2.74 -1.60
H 5.32 1.01 -1.88
H 7.10 1.94 -0.40
H 6.16 0.67 0.38
H 6.51 2.46 1.99
H 5.92 3.68 0.87
H 4.30 1.46 2.23
H 4.12 3.21 2.45
H 2.32 2.21 1.01
H 3.25 3.48 0.18
H 1.00 2.63 -3.23
H 1.47 4.60 -4.58
H 3.36 3.25 -3.80
H 3.47 4.17 -2.29
H 2.84 5.65 -4.20
H 0.61 6.53 -3.38
H 1.79 6.35 -2.09
H -0.33 5.49 -1.26
H -0.60 4.55 -2.73
H 0.09 3.00 -0.98
H 1.47 4.01 -0.55
H 3.61 0.82 -3.67
H 4.27 -0.95 -2.07
H 2.60 -1.45 -1.84
H 4.40 -1.96 -4.26
H 3.68 -3.14 -3.16
H 1.46 -2.76 -4.03
H 2.53 -3.02 -5.41
H 0.92 -1.12 -5.77
H 2.61 -0.61 -5.88
H 1.34 1.02 -4.59
H 0.72 -0.22 -3.50
Lu -0.91 -0.58 0.96
Cl -1.45 0.11 -1.31
Cl 1.28 -1.61 0.74
C -0.38 1.30 2.02
H 0.59 1.28 2.54
C -1.11 2.48 2.21
C -2.18 2.89 1.32
C -3.05 3.90 1.68
C -2.87 4.62 2.88
C -1.77 4.33 3.70
C -0.88 3.31 3.38
H -2.31 2.34 0.38
H -3.90 4.16 1.04
H -1.60 4.90 4.62
H -0.03 3.06 4.02
H -3.58 5.39 3.17
C -4.60 -4.71 1.34
N -4.05 -3.35 1.44
C -4.95 -2.23 1.19
C -2.77 -3.07 1.57
C -1.68 -4.09 1.64
O -2.46 -1.81 1.61
H -5.68 -4.58 1.21
H -4.42 -5.29 2.26
H -4.19 -5.25 0.47
H -4.97 -1.54 2.05
H -4.66 -1.69 0.28
H -5.95 -2.66 1.05
H -1.19 -4.22 0.66
H -0.91 -3.74 2.34
H -2.06 -5.07 1.98
```


Here is C29H48N12O7P2S4Sr as an isolated structure at a distorted geometry from OMol25. Energies are from ωB97M-V with the def2-TZVPD basis set.

Output
**DFT total energy**: -4624.1324 Ha
**Charge**: -2

Structure (XYZ):
```
103
C29H48N12O7P2S4Sr ωB97M-V with the def2-TZVPD basis set
Sr -1.89 0.84 -0.04
C -1.07 -3.61 2.02
N -0.64 -3.03 3.31
C 0.81 -3.08 3.50
C 1.60 -1.95 2.85
N 1.47 -1.83 1.41
C 2.00 -0.58 0.90
C 1.68 -2.94 0.57
C 2.55 -3.97 0.93
C 2.73 -5.10 0.14
C 2.01 -5.21 -1.05
C 1.14 -4.19 -1.42
C 0.94 -3.03 -0.65
S -0.17 -1.81 -1.26
C -1.37 -2.01 3.99
C -1.02 -1.78 5.34
C -1.74 -0.94 6.18
C -2.86 -0.29 5.70
C -3.21 -0.46 4.37
C -2.49 -1.27 3.47
S -3.09 -1.33 1.80
H -0.46 -4.51 1.85
H -0.97 -2.95 1.18
H -2.11 -3.91 2.09
H 1.14 -4.05 3.11
H 1.07 -3.06 4.56
H 2.65 -2.02 3.17
H 1.18 -1.01 3.25
H 3.02 -0.38 1.28
H 1.34 0.24 1.16
H 2.06 -0.62 -0.18
H 3.11 -3.88 1.86
H 3.42 -5.88 0.45
H 2.14 -6.08 -1.68
H 0.56 -4.28 -2.33
H -0.19 -2.32 5.77
H -1.42 -0.82 7.22
H -3.45 0.37 6.35
H -4.07 0.06 3.97
O -0.63 2.39 -1.15
P -1.75 2.46 -2.22
O -1.36 3.00 -3.53
O -2.48 1.09 -2.19
O -2.87 3.51 -1.56
P -3.44 3.12 -0.07
O -4.00 1.62 -0.28
O -4.38 4.10 0.42
O -2.08 2.94 0.78
H -1.46 2.79 -0.10
H -3.38 1.44 -1.17
C 2.64 1.61 -4.95
C 3.15 2.34 -3.76
N 4.03 3.28 -3.77
N 4.15 3.60 -2.44
C 3.39 2.87 -1.61
S 3.33 2.96 0.07
N 2.73 2.07 -2.48
N 1.86 1.02 -2.10
H 3.19 1.94 -5.83
H 1.57 1.79 -5.09
H 2.77 0.53 -4.82
H 4.78 4.31 -2.14
H 1.33 0.71 -2.91
H 1.22 1.38 -1.40
C 2.37 1.04 6.66
C 3.23 1.77 5.63
C 3.83 0.77 4.63
C 2.44 2.86 4.90
N 1.25 2.36 4.20
C 1.12 1.92 2.95
N -0.11 1.52 2.78
N -0.75 1.74 3.97
N 0.06 2.24 4.84
H 2.96 0.27 7.17
H 1.51 0.56 6.19
H 1.98 1.74 7.42
H 4.04 2.29 6.14
H 3.04 0.22 4.11
H 4.45 0.04 5.16
H 4.45 1.27 3.88
H 3.07 3.34 4.15
H 2.09 3.61 5.61
H 1.91 1.93 2.21
C -4.74 2.25 -5.89
C -3.98 1.25 -5.03
N -2.55 1.28 -5.32
C -1.79 0.17 -5.40
S -0.10 0.18 -5.40
N -2.48 -1.03 -5.57
C -3.15 -1.26 -6.87
C -2.20 -1.84 -7.92
H -5.79 2.29 -5.60
H -4.68 1.97 -6.95
H -4.31 3.25 -5.78
H -4.36 0.24 -5.17
H -4.13 1.50 -3.97
H -2.08 2.07 -4.83
H -1.88 -1.79 -5.30
H -3.55 -0.31 -7.21
H -3.99 -1.94 -6.71
H -1.28 -1.25 -7.95
H -2.67 -1.82 -8.91
H -1.94 -2.87 -7.67
```


Here is C29H48NOP3RuS as an isolated structure at a distorted geometry from OMol25. Energies are from ωB97M-V with the def2-TZVPD basis set.

Output
**⟨S²⟩**: 8.790
**DFT total energy**: -2779.7484 Ha
**2S+1**: 6
**Charge**: +3

Structure (XYZ):
```
84
C29H48NOP3RuS ωB97M-V with the def2-TZVPD basis set
Ru 1.75 -0.32 0.33
P 1.76 1.16 2.00
P -0.78 0.88 -1.00
P 2.76 0.71 -1.33
H 2.85 -2.69 0.13
C 3.22 -1.68 0.21
C 3.13 -1.12 1.57
H 2.76 -1.79 2.35
C 1.51 0.43 3.66
C 0.51 2.48 1.98
C 3.32 2.11 2.12
C -1.40 -0.35 -2.23
C -2.43 1.29 -0.26
C -0.74 2.37 -2.11
C 4.56 0.56 -1.58
C 2.53 2.52 -1.32
C 2.09 0.23 -2.97
H 4.17 -1.46 -0.29
H 3.97 -0.48 1.87
H 1.50 -0.66 3.58
H 0.56 0.77 4.07
H 2.34 0.75 4.30
H -0.49 2.05 2.16
H 0.52 3.02 1.02
H 0.75 3.18 2.80
H 4.17 1.51 1.78
H 3.45 2.38 3.17
H 3.23 3.02 1.51
H -2.50 -0.39 -2.17
H -1.01 -1.34 -1.98
H -1.08 -0.07 -3.24
H -3.05 1.79 -1.02
H -2.31 1.97 0.60
H -2.93 0.37 0.06
H -0.12 2.20 -3.00
H -0.35 3.23 -1.55
H -1.77 2.60 -2.43
H 4.93 1.49 -2.02
H 4.75 -0.28 -2.27
H 5.08 0.38 -0.63
H 3.51 2.98 -1.18
H 1.85 2.84 -0.52
H 2.11 2.82 -2.29
H 2.92 -0.13 -3.58
H 1.64 1.11 -3.45
H 1.33 -0.56 -2.90
C -0.42 -5.02 -0.03
C -0.88 -5.43 -1.29
C -0.54 -4.65 -2.39
C 0.22 -3.48 -2.24
C 0.54 -3.01 -0.95
C 0.31 -3.82 0.15
O -0.84 -5.79 1.03
H -0.46 -5.46 1.84
H -1.51 -6.32 -1.34
H -0.87 -4.97 -3.39
H 0.61 -2.93 -3.10
H 1.03 -2.02 -0.79
H 0.66 -3.55 1.14
N -1.05 -0.91 1.68
S -1.93 -2.04 2.32
C -2.81 -1.45 3.76
C -3.89 -2.20 4.24
C -4.67 -1.70 5.28
C -4.36 -0.46 5.87
C -3.24 0.24 5.43
C -2.43 -0.27 4.41
C -3.33 -2.45 1.25
C -3.43 -3.75 0.73
C -4.43 -4.06 -0.18
C -5.36 -3.09 -0.56
C -5.29 -1.81 -0.01
C -4.31 -1.50 0.93
H -1.44 0.00 1.96
H -4.13 -3.16 3.78
H -5.54 -2.26 5.63
H -4.99 -0.05 6.66
H -2.97 1.20 5.88
H -1.53 0.26 4.09
H -2.71 -4.50 1.07
H -4.47 -5.06 -0.58
H -6.14 -3.33 -1.27
H -6.00 -1.04 -0.30
H -4.30 -0.53 1.45
```


Here is C29H49AlClO5 as an isolated structure at a distorted geometry from OMol25. Energies are from ωB97M-V with the def2-TZVPD basis set.

Output
**DFT total energy**: -2213.2708 Ha
**Charge**: -1

Structure (XYZ):
```
85
C29H49AlClO5 ωB97M-V with the def2-TZVPD basis set
C 2.32 -2.58 0.14
C 1.44 -3.30 1.26
C 0.51 -4.33 0.50
O 0.24 -5.39 1.01
O 0.04 -3.91 -0.74
C -1.39 -3.60 -0.67
C -1.62 -2.05 -0.75
C -2.71 -1.62 0.34
O -1.99 -1.92 1.57
Al -1.54 -0.36 2.47
C 0.41 -0.06 2.95
C 1.24 0.73 1.85
C 2.79 0.77 2.25
C 3.75 0.82 0.98
C 5.11 0.06 1.20
C 6.25 0.41 0.14
C 6.28 -0.53 -1.13
C 4.98 -0.54 -2.02
C 4.80 0.76 -2.92
C 4.13 1.97 -2.19
O 3.74 3.02 -3.11
C 3.09 4.02 -2.29
C -2.59 -0.04 4.19
Cl -3.26 -1.68 4.74
C -3.82 0.92 4.07
C -3.49 2.35 3.48
O -2.29 0.64 1.11
C -3.22 -0.11 0.31
C -3.17 0.69 -1.04
C -4.35 0.41 -2.02
C -4.22 -0.59 -3.09
C -5.29 -0.85 -4.06
C -6.55 -0.12 -4.00
C -6.72 0.86 -2.94
C -5.64 1.12 -1.97
C -5.93 2.23 -0.91
H 2.71 -3.40 -0.53
H 3.18 -2.05 0.62
H 1.66 -1.88 -0.44
H 2.07 -3.82 2.02
H 0.74 -2.54 1.69
H -1.85 -4.04 -1.60
H -1.85 -4.07 0.24
H -0.67 -1.54 -0.43
H -1.98 -1.70 -1.75
H -3.52 -2.41 0.39
H 0.96 -0.99 3.29
H 0.41 0.62 3.86
H 1.15 0.28 0.83
H 0.91 1.80 1.84
H 3.10 -0.09 2.89
H 3.00 1.72 2.83
H 3.17 0.41 0.12
H 4.02 1.88 0.69
H 5.02 -1.05 1.24
H 5.51 0.39 2.20
H 7.23 0.24 0.68
H 6.26 1.49 -0.15
H 7.11 -0.14 -1.79
H 6.61 -1.57 -0.82
H 5.10 -1.39 -2.76
H 4.07 -0.79 -1.41
H 4.17 0.49 -3.81
H 5.83 1.02 -3.32
H 3.20 1.59 -1.69
H 4.85 2.44 -1.47
H 3.59 5.01 -2.39
H 2.02 4.17 -2.61
H 3.09 3.73 -1.21
H -1.86 0.28 4.99
H -4.61 0.39 3.47
H -4.25 1.07 5.10
H -4.04 3.20 3.97
H -3.83 2.35 2.41
H -2.37 2.54 3.43
H -4.25 -0.20 0.77
H -2.20 0.60 -1.59
H -3.25 1.78 -0.75
H -3.27 -1.15 -3.21
H -5.17 -1.60 -4.88
H -7.34 -0.31 -4.77
H -7.68 1.43 -2.90
H -6.96 2.12 -0.46
H -5.92 3.23 -1.42
H -5.20 2.26 -0.08
```


Here is a 19-piece molecular cluster, C29H49BrCl38IN2O4PS overall at a distorted geometry from OMol25. Energies are from ωB97M-V with the def2-TZVPD basis set.

Output
**DFT total energy**: -22643.0681 Ha

Structure (XYZ):
```
126
C29H49BrCl38IN2O4PS ωB97M-V with the def2-TZVPD basis set
C 6.46 -4.25 -0.63
C 5.34 -3.76 -0.73
C 4.09 -2.83 -0.97
Br 2.60 -3.74 0.02
C 3.86 -2.82 -2.54
C 2.60 -1.98 -3.05
C 1.20 -2.80 -3.03
C 0.19 -1.90 -2.19
S -1.27 -2.86 -1.49
C -2.37 -1.52 -0.92
N -3.72 -1.33 -1.08
N -3.91 -0.11 -0.45
C -2.71 0.39 0.03
O -1.68 -0.52 -0.25
O 4.21 -1.54 -0.36
C 5.11 -0.68 -1.02
O 6.33 -0.85 -1.07
P 4.47 0.93 -1.88
O 5.66 2.12 -1.41
I 2.33 1.66 -0.94
H 7.41 -4.78 -0.93
H 4.78 -2.45 -3.10
H 3.67 -3.90 -2.84
H 2.48 -1.04 -2.42
H 2.77 -1.63 -4.12
H 0.86 -2.87 -4.10
H 1.36 -3.84 -2.60
H -0.28 -1.12 -2.87
H 0.68 -1.39 -1.31
H -2.51 1.36 0.56
H 5.27 3.02 -1.44
C 8.48 1.40 -3.32
Cl 10.25 1.42 -3.43
Cl 7.81 -0.09 -3.99
H 8.19 1.48 -2.27
H 8.08 2.25 -3.87
C -2.19 -3.61 2.51
Cl -3.83 -4.28 2.51
Cl -1.03 -4.76 1.84
H -2.18 -2.71 1.91
H -1.91 -3.38 3.53
C 3.87 5.94 -2.30
Cl 3.55 4.23 -2.61
Cl 4.92 6.14 -0.89
H 4.36 6.38 -3.17
H 2.93 6.45 -2.11
C -6.45 -5.14 5.33
Cl -6.95 -6.51 6.33
Cl -5.22 -4.17 6.13
H -6.05 -5.52 4.39
H -7.32 -4.52 5.13
C -3.28 4.52 1.28
Cl -3.21 4.89 -0.44
Cl -2.12 3.25 1.71
H -3.04 5.42 1.85
H -4.28 4.17 1.53
C 4.40 8.22 1.91
Cl 4.80 9.43 3.13
Cl 3.35 8.89 0.66
H 5.32 7.86 1.45
H 3.88 7.38 2.39
C 2.45 -2.79 -7.50
Cl 3.75 -3.55 -6.57
Cl 1.74 -1.44 -6.60
H 2.86 -2.41 -8.43
H 1.68 -3.53 -7.70
C -0.11 6.79 -3.28
Cl 0.17 5.04 -3.17
Cl 0.70 7.65 -1.97
H 0.28 7.15 -4.24
H -1.18 6.98 -3.23
C -7.12 5.03 -0.04
Cl -6.96 3.29 0.18
Cl -6.34 5.92 1.27
H -6.66 5.31 -0.98
H -8.18 5.29 -0.06
C 2.51 4.79 3.66
Cl 3.14 5.51 5.14
Cl 3.44 5.31 2.25
H 2.57 3.71 3.74
H 1.48 5.09 3.53
C 10.35 -4.58 1.08
Cl 9.02 -4.58 2.24
Cl 9.97 -5.58 -0.33
H 10.54 -3.56 0.76
H 11.24 -4.99 1.57
C -4.58 8.88 -0.28
Cl -3.23 8.76 0.85
Cl -4.02 8.91 -1.95
H -5.23 8.01 -0.14
H -5.14 9.79 -0.08
C -8.60 0.47 1.59
Cl -10.25 0.01 1.13
Cl -8.43 0.56 3.35
H -7.91 -0.27 1.21
H -8.38 1.45 1.17
C 6.06 1.68 2.06
Cl 5.36 1.33 0.47
Cl 6.74 0.22 2.81
H 6.85 2.41 1.94
H 5.28 2.08 2.71
C -7.34 8.59 -3.26
Cl -7.96 8.20 -4.87
Cl -6.76 7.14 -2.43
H -6.52 9.29 -3.37
H -8.14 9.04 -2.67
C -7.19 -10.56 5.77
Cl -7.15 -10.15 4.05
Cl -6.03 -11.84 6.16
H -6.95 -9.67 6.35
H -8.19 -10.90 6.03
C -8.01 1.76 -3.59
Cl -6.73 1.02 -2.62
Cl -8.76 3.12 -2.75
H -7.58 2.12 -4.53
H -8.77 1.01 -3.80
C -8.52 -12.64 8.93
Cl -8.74 -11.86 10.50
Cl -9.37 -11.76 7.65
H -7.46 -12.67 8.69
H -8.92 -13.65 8.98
C 11.64 -8.71 -1.03
Cl 12.02 -9.39 -2.62
Cl 13.07 -8.63 0.00
H 11.24 -7.70 -1.16
H 10.89 -9.34 -0.55
```


> The highest DFT total energy belongs to which entry?

C29H49AlClO5


> What is the DFT total energy in the third record?

-2779.7484 Ha


> DFT total energy of number 3 (C29H48NOP3RuS)?

-2779.7484 Ha


> The highest DFT total energy belongs to which entry?

C29H49AlClO5